No. 1
# C43H40BrF6N2PS2

A 7-piece molecular cluster, C43H40BrF6N2PS2 overall (ωB97M-V/def2-TZVPD, the Open Molecules 2025 dataset).

Calculated values
Kohn-Sham gap in eV: 8.5791
Lowest unoccupied orbital energy in eV: -0.32
HOMO energy in eV: -8.90

Geometry (Å):
1 C 3.677528 -3.490569 1.199422
2 C 2.313551 -2.633537 0.884709
3 Br 1.510539 -1.705338 2.463315
4 C 1.297526 -3.625427 0.065733
5 C 0.088993 -4.278636 0.960501
6 C -0.065064 -5.857234 0.428693
7 N 0.002475 -7.118679 0.055605
8 C -1.402863 -3.591536 0.669990
9 S -2.158175 -4.634959 -0.741481
10 C -1.320238 -1.989866 0.300463
11 N -1.384622 -0.842763 -0.342526
12 P -2.531115 -3.803121 2.199891
13 S -4.303104 -3.087207 1.687265
14 H 3.460273 -4.482912 1.803145
15 H 4.143533 -3.771662 0.136886
16 H 4.529721 -2.860354 1.741075
17 H 2.635231 -1.773749 0.121213
18 H 0.944397 -3.075584 -0.914543
19 H 1.962763 -4.542816 -0.310181
20 H 0.309540 -4.364197 2.109224
21 H -3.537917 -4.396984 -0.842300
22 H -2.672818 -5.204992 2.513141
23 H -2.037782 -2.991942 3.293160
24 F -5.650419 -9.498139 3.520711
25 C -4.634578 -9.696650 2.670255
26 C -4.103809 -8.616127 1.974262
27 C -3.042721 -8.821538 1.092513
28 C -2.530944 -10.108364 0.908277
29 C -3.073829 -11.187258 1.607700
30 C -4.127396 -10.979726 2.497623
31 H -4.519737 -7.625144 2.123957
32 H -2.615577 -7.982148 0.549446
33 H -1.706268 -10.268815 0.217093
34 H -2.676566 -12.188530 1.459581
35 H -4.555408 -11.805562 3.056128
36 F -1.977757 -1.623834 4.565235
37 C -2.857347 -0.703288 4.981806
38 C -2.967440 0.499248 4.292284
39 C -3.886777 1.455922 4.722604
40 C -4.678856 1.203456 5.845391
41 C -4.557369 -0.004564 6.533766
42 C -3.645970 -0.965418 6.096561
43 H -2.337983 0.681133 3.427326
44 H -3.986016 2.396093 4.185782
45 H -5.392612 1.951737 6.183325
46 H -5.172002 -0.197132 7.409806
47 H -3.544894 -1.913412 6.614458
48 F 3.502267 -0.147034 -1.019187
49 C 4.518108 -0.345545 -1.869643
50 C 5.048877 0.734978 -2.565636
51 C 6.109965 0.529567 -3.447385
52 C 6.621741 -0.757259 -3.631621
53 C 6.078856 -1.836153 -2.932198
54 C 5.025289 -1.628620 -2.042275
55 H 4.632949 1.725961 -2.415941
56 H 6.537108 1.368957 -3.990452
57 H 7.446418 -0.917710 -4.322805
58 H 6.476120 -2.837425 -3.080317
59 H 4.597277 -2.454457 -1.483770
60 F 1.322243 0.165239 -4.574758
61 C 0.442653 1.085785 -4.158187
62 C 0.332560 2.288321 -4.847709
63 C -0.586777 3.244995 -4.417388
64 C -1.378856 2.992529 -3.294601
65 C -1.257369 1.784510 -2.606227
66 C -0.345970 0.823656 -3.043432
67 H 0.962017 2.470206 -5.712667
68 H -0.686016 4.185166 -4.954211
69 H -2.092612 3.740810 -2.956667
70 H -1.872002 1.591941 -1.730187
71 H -0.244894 -0.124339 -2.525535
72 F -1.136815 6.568550 -4.715896
73 C -1.540492 7.171747 -3.589924
74 C -0.726739 7.132335 -2.463023
75 C -1.144331 7.764641 -1.291961
76 C -2.377310 8.420665 -1.257696
77 C -3.189227 8.450334 -2.392527
78 C -2.766329 7.827563 -3.566558
79 H 0.223892 6.610878 -2.505883
80 H -0.511943 7.746246 -0.407825
81 H -2.704624 8.909890 -0.342766
82 H -4.150291 8.958018 -2.362244
83 H -3.380816 7.848515 -4.460479
84 F 1.702267 7.819083 1.794356
85 C 2.718108 7.620571 0.943901
86 C 3.248877 8.701095 0.247907
87 C 4.309965 8.495684 -0.633841
88 C 4.821741 7.208858 -0.818077
89 C 4.278856 6.129964 -0.118654
90 C 3.225289 6.337496 0.771269
91 H 2.832949 9.692078 0.397602
92 H 4.737108 9.335074 -1.176909
93 H 5.646418 7.048407 -1.509262
94 H 4.676120 5.128691 -0.266774
95 H 2.797277 5.511660 1.329773

Forces on atoms 1 to 3 (eV/Å):
0.50 0.25 -0.12
1.55 -0.48 -2.24
0.44 -0.76 -0.88

No. 2
# C43H40BrN5O3PSTi

C43H40BrN5O3PSTi as an isolated structure (ωB97M-V/def2-TZVPD, the Open Molecules 2025 dataset).

Calculated values
Energy relative to the best compared isomer or geometry (same formula, charge and spin) in eV: 0.383
Kohn-Sham gap in eV: 6.6495
Lowest unoccupied orbital energy in eV: -9.45
HOMO energy in eV: -16.10
Total charge: +3

Geometry (Å):
1 Ti 0.501201 0.463691 -0.088599
2 C -0.817350 1.209209 4.596960
3 C 0.289592 1.834368 3.754814
4 C 1.236272 2.669794 4.622988
5 C 1.117400 0.810131 2.960472
6 C 1.679980 -0.279067 3.856521
7 O 0.620784 -1.265425 3.802607
8 C -0.067924 -1.060024 2.704193
9 N 0.305585 -0.019677 1.980635
10 C -1.171934 -2.007606 2.522295
11 C -1.683291 -2.614194 3.675048
12 C -2.739801 -3.502229 3.575441
13 C -3.270328 -3.810156 2.329008
14 C -2.748802 -3.227387 1.184966
15 C -1.705787 -2.309321 1.272512
16 P -0.933546 -1.768721 -0.268960
17 C -0.008443 -3.261273 -0.697742
18 C 1.085569 -3.543556 0.124316
19 C 1.843444 -4.683722 -0.075023
20 C 1.505639 -5.564788 -1.097775
21 C 0.399512 -5.308844 -1.892447
22 C -0.362227 -4.162434 -1.695671
23 C -2.315556 -1.454099 -1.383329
24 C -2.270580 -1.718042 -2.751930
25 C -3.348285 -1.394795 -3.564286
26 C -4.475444 -0.800267 -3.019339
27 C -4.529842 -0.540072 -1.655462
28 C -3.462091 -0.869889 -0.839423
29 H -1.366493 1.993503 5.115432
30 H -0.431013 0.541381 5.366455
31 H -1.548931 0.664694 3.996029
32 H -0.194251 2.503417 3.049269
33 H 1.550176 2.139315 5.520657
34 H 0.738913 3.578190 4.958123
35 H 2.136784 2.973144 4.085788
36 H 1.923029 1.304093 2.412779
37 H 1.782791 0.011705 4.898409
38 H 2.595509 -0.761934 3.509724
39 H -1.269371 -2.375585 4.641965
40 H -3.143561 -3.957859 4.468474
41 H -4.087914 -4.511609 2.245932
42 H -3.158493 -3.496346 0.219905
43 H 1.332724 -2.890993 0.958328
44 H 2.680500 -4.900786 0.572676
45 H 2.086474 -6.462599 -1.251692
46 H 0.111647 -6.011488 -2.660491
47 H -1.241339 -4.012801 -2.306751
48 H -1.402838 -2.178459 -3.203561
49 H -3.306160 -1.617191 -4.620162
50 H -5.316515 -0.556435 -3.651771
51 H -5.416904 -0.096766 -1.226146
52 H -3.550297 -0.697671 0.227345
53 O -1.271508 1.515526 -3.481851
54 C -0.578614 0.830405 -2.818501
55 O -0.515039 0.990488 -1.415330
56 C 0.398713 -0.216970 -3.216717
57 C 0.564399 -0.551253 -4.545783
58 C 1.493954 -1.538027 -4.855728
59 C 2.195168 -2.134588 -3.823055
60 C 1.962005 -1.730882 -2.513610
61 N 1.080891 -0.775765 -2.208179
62 H -0.024367 -0.048409 -5.299373
63 H 1.660213 -1.832725 -5.882006
64 H 2.918415 -2.914812 -4.011555
65 H 2.483223 -2.199335 -1.691800
66 C 3.284022 3.925892 -3.556648
67 C 3.359515 2.790595 -2.575841
68 C 4.563834 2.160799 -2.263752
69 C 4.611788 1.121986 -1.340153
70 C 3.413752 0.758767 -0.771578
71 Br 3.239805 -0.654110 0.474206
72 N 2.247865 1.334591 -1.037017
73 C 2.220795 2.342672 -1.922616
74 H 4.228019 4.049290 -4.080804
75 H 3.060221 4.858950 -3.039880
76 H 2.505941 3.757306 -4.299316
77 H 5.477641 2.484521 -2.744710
78 H 5.533429 0.620123 -1.087396
79 H 1.252840 2.803779 -2.093219
80 N 2.434132 3.531017 0.770788
81 C 1.083992 3.551851 0.771900
82 N 0.301027 2.485521 0.679245
83 C -1.056867 2.884023 0.789403
84 C -2.137565 2.020212 0.890131
85 C -3.404887 2.560953 1.014066
86 C -3.597181 3.944771 1.045033
87 C -2.520282 4.810660 0.974192
88 C -1.252950 4.254977 0.853769
89 S 0.283066 5.073280 0.874401
90 H 2.923056 2.681350 1.011505
91 H 2.931916 4.382078 0.987544
92 H -2.013868 0.939986 0.904579
93 H -4.258008 1.903479 1.104581
94 H -4.594382 4.345214 1.145694
95 H -2.666333 5.879287 1.025875

Forces on atoms 1 to 3 (eV/Å):
0.46 -0.45 -0.68
-0.10 0.01 0.06
0.06 0.03 0.00

Computed values of strongest force on any atom (unit: eV/A) for the preceding records, in sequence: 12.5, 0.9.